Formula: C26H55N4O12
Source: the Open Molecules 2025 dataset
Level of theory: the ωB97M-V functional and the def2-TZVPD basis

Structure (XYZ):
```
97
Properties=species:S:1:pos:R:3:lowdin_charge:R:1
O 1.209 -0.756 1.400 -0.058
O 2.361 2.342 2.620 0.005
O 1.766 -3.862 -1.429 0.062
O 3.642 3.071 0.967 0.087
O -0.749 -0.811 0.358 -0.053
O -4.813 2.582 1.464 0.130
O -0.923 -3.731 -2.159 0.040
O -3.046 -1.575 3.589 0.004
O 2.212 5.618 -4.890 0.116
O -3.955 2.287 -0.531 0.011
O -0.147 -4.750 0.438 0.042
O 1.691 3.480 -4.420 -0.013
N -1.467 -1.891 -3.365 -0.192
N -0.723 -5.032 2.634 -0.208
N -1.353 -0.877 4.917 -0.214
N 3.214 -2.195 -1.908 -0.186
C 3.447 2.731 -2.938 -0.059
C 3.967 0.876 1.777 0.012
C -1.528 -2.703 -2.245 -0.311
C 0.260 3.400 2.106 -0.043
C 3.336 2.209 1.736 -0.589
C 0.908 0.653 -0.466 -0.029
C -3.150 1.210 -0.083 -0.218
C -5.439 4.010 -0.329 0.016
C -0.319 -4.293 1.533 -0.292
C -2.007 -1.265 6.132 -0.064
C 3.931 -1.057 -1.408 -0.081
C -1.106 -4.376 3.843 -0.086
C 3.057 3.046 -4.359 -0.219
C -0.508 -2.131 -4.455 -0.052
C 1.683 3.582 2.637 -0.223
C 0.065 -0.660 5.001 -0.068
C -2.110 -0.631 -3.376 -0.095
C -1.937 -1.094 3.699 -0.329
C 0.425 -0.420 0.506 -0.771
C -0.007 5.106 -4.326 0.019
C 2.519 -3.031 -1.072 -0.344
C -3.917 -0.094 0.002 -0.062
C 1.429 4.796 -4.561 -0.568
C -1.151 -6.379 2.466 -0.078
C -4.721 2.878 0.329 -0.632
C 2.987 -2.242 -3.327 -0.060
H -2.258 -2.314 -1.521 0.125
H -1.280 -0.801 2.869 0.122
H 0.607 -1.602 5.133 0.086
H -0.510 4.264 -3.856 0.084
H -4.310 -0.380 -0.981 0.066
H -0.063 5.940 -3.627 0.091
H -3.080 -1.284 5.965 0.082
H 3.693 3.829 -4.773 0.111
H 3.308 0.132 1.309 0.055
H -0.488 5.387 -5.254 0.087
H -2.813 -0.570 -2.547 0.058
H 3.369 -0.119 -1.482 0.060
H 0.280 -0.072 5.904 0.083
H 1.923 0.987 -0.208 0.039
H 0.968 0.306 -1.504 0.065
H 2.674 -3.226 -3.650 0.083
H 3.165 2.201 -5.034 0.119
H -1.020 -2.343 -5.410 0.083
H 2.177 -1.545 -3.611 0.074
H -1.415 0.212 -3.332 0.085
H -4.717 4.639 -0.848 0.085
H 3.886 -1.917 -3.857 0.080
H -4.738 -0.007 0.712 0.077
H 2.195 4.342 2.044 0.111
H -6.137 3.607 -1.064 0.088
H -2.192 -4.173 3.908 0.091
H -0.647 -3.393 3.913 0.063
H -1.772 -0.529 6.892 0.081
H -0.101 -3.240 1.787 0.127
H 4.227 -1.203 -0.371 0.076
H -0.351 2.873 2.845 0.078
H -2.718 1.468 0.885 0.123
H -1.731 -2.299 6.377 0.091
H 4.106 0.519 2.798 0.094
H 3.479 3.568 -2.236 0.084
H -0.828 -4.997 4.703 0.086
H 0.287 1.550 -0.406 0.055
H -2.318 1.053 -0.767 0.099
H 4.402 2.209 -2.917 0.079
H 0.143 -1.257 -4.582 0.071
H 4.884 -0.889 -1.933 0.086
H -2.205 -6.455 2.796 0.089
H 0.296 2.768 1.221 0.054
H 2.704 -2.825 -0.005 0.137
H 0.081 -3.020 -4.232 0.076
H -1.101 -6.690 1.437 0.078
H -2.721 -0.552 -4.288 0.087
H 4.909 0.907 1.239 0.086
H -5.969 4.616 0.393 0.080
H 2.677 2.095 -2.473 0.064
H -0.579 -7.056 3.111 0.083
H 1.680 3.915 3.674 0.118
H -0.244 4.340 1.897 0.074
H 0.398 -0.099 4.140 0.079
H -3.244 -0.891 0.307 0.063
```

Properties
DFT total energy ... -58387.1483 eV
LUMO energy ... 2.330 eV
HOMO-LUMO gap ... 0.2866 Ha
Net charge ... -1
HOMO level ... -5.47 eV

---

Formula: C26H55NO14
Source: the Open Molecules 2025 dataset
Level of theory: the ωB97M-V functional and the def2-TZVPD basis

Structure (XYZ):
```
96
Properties=species:S:1:pos:R:3:lowdin_charge:R:1
O 1.962 0.135 -3.274 -0.148
O -0.238 -0.326 4.362 0.038
O 6.520 -4.095 -0.062 -0.196
O -0.688 -1.653 1.393 -0.069
O -4.959 1.448 -0.399 0.065
O -6.576 3.279 6.265 -0.121
O 1.239 -0.048 2.657 -0.061
O -5.747 0.415 6.921 -0.200
O -4.533 3.449 0.528 0.147
O 4.449 -3.049 -2.039 -0.128
O -6.929 1.691 3.658 -0.192
O 2.804 -0.386 -6.168 -0.189
O 7.111 -1.994 -3.154 -0.185
O 1.561 2.717 -4.884 -0.189
N 0.305 0.400 0.284 0.087
C -0.035 -0.712 -0.661 -0.080
C -5.639 2.999 5.241 -0.183
C 2.191 2.568 -3.631 -0.210
C -1.004 -0.448 2.092 -0.174
C -4.674 -0.074 7.695 -0.107
C -7.908 1.784 2.654 -0.113
C -1.041 -1.628 0.038 -0.168
C -4.302 2.285 0.485 -0.517
C -3.227 1.582 1.289 -0.091
C 7.541 -1.885 -4.489 -0.108
C -6.621 1.251 7.652 -0.212
C 2.852 1.215 -3.514 -0.185
C 5.201 -4.251 -2.071 -0.184
C 0.537 3.684 -4.874 -0.107
C 0.114 -0.301 3.194 -0.639
C 6.504 -4.249 1.340 -0.108
C -0.808 0.804 1.200 -0.205
C 5.493 -4.824 -0.703 -0.212
C 3.869 -1.106 -6.745 -0.101
C 5.156 -1.860 -1.729 -0.178
C 1.984 -1.191 -5.346 -0.203
C -1.960 1.450 0.435 -0.120
C -6.240 2.918 3.858 -0.194
C 1.198 -0.342 -4.373 -0.180
C 5.916 -1.282 -2.901 -0.208
C -7.361 2.192 6.727 -0.185
H 7.297 -3.624 1.744 0.088
H 0.925 4.685 -4.653 0.090
H 1.456 2.688 -2.821 0.119
H -3.034 2.150 2.202 0.137
H -6.923 3.762 3.703 0.132
H 4.500 -1.568 -5.976 0.063
H 0.089 3.692 -5.866 0.090
H -2.018 -0.518 2.494 0.146
H 5.261 -1.300 -3.782 0.107
H -4.037 -0.660 7.037 0.090
H -6.060 1.840 8.389 0.128
H -5.026 -0.713 8.514 0.087
H 2.593 -1.912 -4.784 0.128
H -2.203 0.909 -0.485 0.115
H -0.236 3.439 -4.135 0.086
H -4.950 3.846 5.240 0.131
H -7.471 2.033 1.676 0.078
H -8.403 0.817 2.588 0.089
H 5.817 -1.995 -0.870 0.126
H 4.577 -4.801 -0.100 0.128
H 3.509 -1.894 -7.416 0.092
H 5.545 -3.930 1.764 0.091
H 6.777 -2.253 -5.185 0.078
H 0.601 1.200 -0.274 0.173
H -8.654 2.551 2.889 0.092
H 1.272 -1.754 -5.966 0.131
H 2.962 3.341 -3.504 0.133
H -7.358 0.639 8.192 0.128
H -5.693 1.003 0.043 0.110
H -5.069 2.093 5.458 0.124
H 3.495 1.237 -2.630 0.124
H 4.567 -4.969 -2.595 0.127
H 6.687 -5.289 1.634 0.088
H 8.437 -2.493 -4.594 0.089
H 0.887 -1.230 -0.924 0.134
H 6.158 -0.233 -2.676 0.130
H -1.649 2.458 0.134 0.134
H -4.085 0.747 8.120 0.090
H 1.055 0.141 0.989 0.142
H -0.331 1.545 1.846 0.166
H -8.168 2.651 7.303 0.127
H 0.439 -0.992 -3.928 0.120
H 6.128 -4.128 -2.636 0.124
H 4.466 -0.400 -7.318 0.092
H -7.802 1.634 5.898 0.122
H -3.592 0.586 1.548 0.121
H 4.384 -1.134 -1.463 0.119
H 7.784 -0.849 -4.755 0.091
H 5.798 -5.874 -0.822 0.128
H 0.694 0.475 -4.893 0.126
H 3.477 1.019 -4.387 0.125
H -0.442 -0.272 -1.574 0.118
H -5.429 2.989 3.121 0.109
H -0.946 -2.646 -0.345 0.135
H -2.076 -1.296 -0.122 0.126
```

Properties
DFT total energy ... -58003.0984 eV
LUMO energy ... -0.015 eV
HOMO-LUMO gap ... 0.3089 Ha
Net charge ... 0
HOMO level ... -8.42 eV
Structure (SMILES) ... O=C(O)CC[C@@H]1[NH2+]CCO[C@H]1C(=O)[O-].COCCOCCOC.COCCOCCOC.COCCOCCOC